The following is a quantum chemistry calculation of an isolated molecule of C6H8N2O2, from the Open Molecules 2025 dataset.

LUMO energy in eV: 0.1
HOMO-LUMO gap in eV: 8.88
ΔE to the lowest compared entry with this formula, charge and spin in kJ/mol: 204.24
SMILES: NC(=O)C1=CC(=O)CCN1
Max |F| in hartree/bohr: 0.099

The geometry in XYZ format:
```
18
C6H8N2O2 | the Open Molecules 2025 dataset | ωB97M-V/def2-TZVPD
O -2.647 1.740 -0.371
C -1.752 0.907 -0.227
C -2.051 -0.467 0.349
C -1.080 -1.521 -0.162
N 0.281 -1.051 -0.007
C 0.591 0.208 -0.338
C -0.355 1.201 -0.458
C 2.068 0.522 -0.366
N 2.657 1.069 0.696
H -1.975 -0.377 1.446
H -3.085 -0.746 0.112
H -1.199 -2.463 0.385
H -1.275 -1.721 -1.231
H 1.045 -1.702 0.123
H -0.064 2.246 -0.554
O 2.883 -0.286 -0.892
H 2.278 1.959 0.995
H 3.681 0.481 0.499
```

These are the Löwdin partial charges, in e, on atoms 1 to 5: number 1, O, carries 0.05; number 2, C, carries -0.43; number 3, C, carries -0.10; number 4, C, carries -0.17; number 5, N, carries 0.05

The following is a quantum chemistry calculation of an isolated molecule of C6H7N3O4, from the Open Molecules 2025 dataset.

LUMO energy in eV: -0.9
HOMO-LUMO gap in eV: 9.28
ΔE to the lowest compared entry with this formula, charge and spin in kJ/mol: 514.71
Max |F| in hartree/bohr: 0.096

The geometry in XYZ format:
```
20
C6H7N3O4 | the Open Molecules 2025 dataset | ωB97M-V/def2-TZVPD
C -0.164 -2.202 0.334
C 1.131 -1.639 0.274
C 1.586 0.882 -0.305
C -1.442 0.912 0.182
C 3.024 0.784 0.111
C -2.781 1.084 -0.480
N 0.853 -0.251 0.013
N -0.773 -0.213 -0.338
N -1.234 -1.499 0.051
O -2.426 -1.778 0.071
O 2.221 -2.141 0.533
O 1.009 1.836 -0.821
O -1.038 1.659 1.032
H -0.385 -3.279 0.473
H 3.694 0.423 -0.692
H 3.009 0.123 0.896
H 3.284 1.854 0.405
H -3.335 1.899 0.045
H -3.629 0.276 -0.315
H -2.606 1.272 -1.470
```

These are the Löwdin partial charges, in e, on atoms 1 to 5: number 1, C, carries 0.05; number 2, C, carries -0.38; number 3, C, carries -0.45; number 4, C, carries -0.47; number 5, C, carries 0.03

The following is a quantum chemistry calculation of a cluster of 2 separate species, C3H3NO2 in total, from the Open Molecules 2025 dataset.

LUMO energy in eV: 0.2
HOMO-LUMO gap in eV: 9.21
ΔE to the lowest compared entry with this formula, charge and spin in kJ/mol: 441.49
Max |F| in hartree/bohr: 0.021

The geometry in XYZ format:
```
9
C3H3NO2 | the Open Molecules 2025 dataset | ωB97M-V/def2-TZVPD
O 1.855 -0.032 0.319
C 0.986 0.204 -0.621
C 0.115 1.351 -0.304
O -1.051 1.324 0.039
C -1.669 -1.449 0.378
N -0.603 -1.884 0.434
H 2.420 -0.769 0.033
H 0.609 2.307 -0.607
H -2.663 -1.052 0.328
```

These are the Löwdin partial charges, in e, on atoms 1 to 5: number 1, O, carries 0.03; number 2, C, carries -0.05; number 3, C, carries -0.30; number 4, O, carries 0.00; number 5, C, carries -0.06

The following is a quantum chemistry calculation of a cluster of 2 separate species, C6H17N2O4S in total, from the Open Molecules 2025 dataset.

LUMO energy in eV: 2.8
HOMO-LUMO gap in eV: 5.62
Total charge: -1
Max |F| in hartree/bohr: 0.008

The geometry in XYZ format:
```
30
C6H17N2O4S | the Open Molecules 2025 dataset | ωB97M-V/def2-TZVPD
C 4.865 -0.279 -1.540
N 4.672 0.250 -0.188
C 3.367 0.824 0.021
O 2.401 -0.215 -0.031
S 1.210 -0.060 1.112
O 1.739 -0.612 2.336
O 0.353 -1.157 0.343
C -1.019 -1.317 0.847
C -2.003 -0.957 -0.253
C -2.405 0.514 -0.148
C -3.434 0.948 -1.183
N -4.761 0.404 -0.847
H 3.898 -0.459 -2.007
H 5.400 -1.230 -1.506
H 5.436 0.403 -2.181
H 5.366 0.956 0.015
H 3.365 1.316 0.998
H 3.099 1.566 -0.748
H -1.236 -0.676 1.732
H -1.115 -2.340 1.204
H -2.889 -1.588 -0.149
H -1.559 -1.158 -1.235
H -1.507 1.131 -0.269
H -2.790 0.686 0.863
H -3.447 2.045 -1.228
H -3.155 0.570 -2.173
H -5.494 0.969 -1.257
H -4.888 0.442 0.158
O -2.118 -0.401 3.379
H -1.351 -0.576 3.936
```

These are the Löwdin partial charges, in e, on atoms 1 to 5: number 1, C, carries -0.12; number 2, N, carries -0.10; number 3, C, carries -0.34; number 4, O, carries -0.33; number 5, S, carries 0.90

The following is a quantum chemistry calculation of a structure of composition C3H4Cl2OS2, from the Open Molecules 2025 dataset.

LUMO energy (spin up / spin down) in eV: -1.3 / -0.7
HOMO-LUMO gap (spin up / spin down) in eV: 6.51 / 7.24
ΔE to the lowest compared entry with this formula, charge and spin in kJ/mol: 350.00
Max |F| in hartree/bohr: 0.040

The geometry in XYZ format:
```
12
C3H4Cl2OS2 | the Open Molecules 2025 dataset | ωB97M-V/def2-TZVPD
C 0.109 -1.177 -0.009
C 2.151 0.585 -0.024
C -1.879 1.186 1.021
O -2.743 -1.188 0.545
S 1.615 -0.832 0.683
S -1.738 -0.448 1.294
Cl 3.421 1.489 0.661
Cl -2.978 1.906 -0.070
H -0.149 -0.671 -0.925
H -0.142 -2.223 0.052
H 1.653 1.007 -0.878
H -1.230 1.855 1.555
```

These are the Löwdin partial charges, in e, on atoms 1 to 5: number 1, C, carries -0.53; number 2, C, carries -0.98; number 3, C, carries -0.89; number 4, O, carries -0.55; number 5, S, carries 0.89

The following is a quantum chemistry calculation of a cluster of 2 separate species, C4H8N2 in total, from the Open Molecules 2025 dataset.

LUMO energy in eV: -0.6
HOMO-LUMO gap in eV: 8.77
ΔE to the lowest compared entry with this formula, charge and spin in kJ/mol: 505.48
Max |F| in hartree/bohr: 0.017

The geometry in XYZ format:
```
14
C4H8N2 | the Open Molecules 2025 dataset | ωB97M-V/def2-TZVPD
C 1.629 -0.120 0.443
N 0.168 -0.267 0.424
C -0.480 0.567 -0.579
C -1.972 -1.521 0.030
C -0.241 2.011 -0.437
N -0.085 3.141 -0.258
H 2.048 -0.446 -0.513
H 2.061 -0.741 1.233
H 1.944 0.923 0.613
H -0.197 -0.036 1.344
H -0.170 0.222 -1.571
H -1.555 0.375 -0.484
H -1.689 -1.911 -0.974
H -1.463 -2.197 0.729
```

These are the Löwdin partial charges, in e, on atoms 1 to 5: number 1, C, carries -0.10; number 2, N, carries -0.14; number 3, C, carries -0.28; number 4, C, carries 0.15; number 5, C, carries -0.21